The following is a DFT calculation (ωB97M-V/def2-TZVPD) of a 2-piece molecular cluster, C9H18N2O6 overall.

Each line ends with the Löwdin charge.
Positions of all 35 atoms, in Å:
O (-1.372, 3.060, 1.734)  0.018
O (2.544, 1.083, 2.753)  -0.166
O (-0.180, 2.121, 3.526)  0.123
O (1.153, 2.803, 1.800)  0.008
O (-3.875, 1.115, 1.823)  0.060
O (0.884, -0.415, -1.559)  0.005
N (-1.942, 2.096, 0.948)  -0.141
N (-0.288, -2.189, -2.267)  0.006
C (-0.166, 2.632, 2.373)  -0.338
C (1.795, 1.526, 1.599)  -0.241
C (0.455, -1.073, -2.500)  -0.542
C (2.964, -0.276, 2.401)  -0.103
C (-1.936, -0.268, 2.358)  -0.019
C (-0.878, -3.088, -3.236)  -0.075
C (0.721, -0.690, -3.931)  -0.007
C (-1.053, 1.593, -0.137)  -0.054
C (-2.616, 1.022, 1.711)  -0.326
H (3.901, -0.583, 2.982)  0.104
H (-2.437, -1.252, 2.034)  0.097
H (-1.700, 1.553, -1.096)  0.111
H (-0.212, 2.341, -0.389)  0.126
H (-1.958, -3.104, -3.076)  0.086
H (-0.222, -0.495, -4.447)  0.088
H (3.237, -0.331, 1.278)  0.097
H (-0.476, -4.089, -3.065)  0.085
H (-2.119, -0.198, 3.498)  0.107
H (-0.799, -0.300, 2.234)  0.062
H (-0.669, -2.786, -4.260)  0.076
H (-0.650, 0.531, 0.022)  0.067
H (-0.425, -2.383, -1.285)  0.140
H (2.544, 1.648, 0.729)  0.161
H (1.272, -1.486, -4.435)  0.087
H (2.090, -1.015, 2.545)  0.102
H (1.088, 0.678, 1.294)  0.111
H (1.324, 0.218, -3.957)  0.086

Properties
molecular weight	250.3	g mol⁻¹
charge	0
energy relative to the best compared isomer or geometry (same formula, charge and spin)	116.7	kcal per mole
HOMO energy	-9.496	eV
calculated total energy	-914.5122	hartree
strongest force on any atom	0.11176	Eh/bohr
SMILES	COCOC(=O)ON(C)C(C)=O.CNC(C)=O